{"formula": "C3H4LuO2", "method": "ωB97M-V/def2-TZVPD", "lumo_energy_ha": -0.2412, "mol_weight_g_mol": 247.03, "energy_ev": -40880.186, "charge": 1, "homo_ev": -13.1263, "symbols": ["C", "C", "O", "C", "O", "H", "H", "H", "Lu", "H"], "positions_angstrom": [[1.20, -1.35, -0.12], [1.68, -0.94, -1.32], [-1.58, 0.62, -0.27], [-2.42, 1.25, 0.41], [-1.72, 1.66, 1.57], [0.84, -2.39, -0.14], [2.09, -1.61, -2.09], [-2.16, 2.36, 2.07], [0.08, 0.22, 1.24], [2.00, 0.18, -1.35]]}